# 1
The following is a quantum chemistry calculation of a single C5H6O molecule, from the OMol25 dataset.

Cartesian coordinates (Å):
H1 -0.656457 -2.698108 1.415121
H2 -1.181964 0.348524 -1.478596
C1 0.183305 0.918262 0.181631
H3 1.277214 -0.352382 -1.247021
C2 1.447185 0.305477 -0.390805
H4 1.946946 -0.265228 0.397584
C3 -1.169605 0.464683 -0.388536
O1 0.216469 1.653268 1.139566
H5 -1.935353 1.185626 -0.088939
C4 -1.272841 -0.840570 0.267416
H6 2.117562 1.119585 -0.677751
C5 -0.972460 -1.839135 0.870331

Atomic forces in eV per Å
-0.2 0.0 0.0
0.1 0.1 0.2
0.1 0.3 0.3
-0.1 0.1 0.1
0.1 0.0 0.0
-0.1 0.1 -0.1
0.0 0.0 0.0
0.0 -0.1 -0.5
0.1 -0.3 0.0
0.3 -0.6 0.3
-0.1 -0.1 0.0
-0.2 0.3 -0.2

SMILES	C#CCC(C)=O

Results of the Mulliken charge analysis, in e, for atoms 1 through 2: 0.37 0.27



# 2
The following is a quantum chemistry calculation of a gas-phase ion, CH4IN2 (charge +1), from the OMol25 dataset.

Cartesian coordinates (Å):
N1 0.596833 -0.276016 0.997396
H1 0.543604 0.489709 1.647482
H2 -1.136361 1.444402 -0.011497
H3 -1.194309 0.926208 -1.598501
C1 0.131276 -0.311959 -0.214304
I1 0.832416 -1.840229 -1.506184
N2 -0.805872 0.742490 -0.717764
H4 1.032413 -1.174605 1.403371

Atomic forces in eV per Å
0.9 -2.4 0.9
-0.4 0.4 0.0
0.6 -1.2 -0.8
0.1 -0.7 -1.7
-3.2 3.3 -3.2
-0.7 0.9 0.6
3.4 -2.3 5.3
-0.7 2.1 -1.1

total charge	+1
SMILES	NC(=[NH2+])I

Results of the Mulliken charge analysis, in e, for atoms 1 through 2: -0.36 0.24



# 3
The following is a quantum chemistry calculation of 2 unconnected molecules or ions with the total composition C5H13NO2, from the OMol25 dataset.

Cartesian coordinates (Å):
H1 0.011158 3.004127 -1.285451
H2 1.109586 -2.918359 -0.706790
C1 1.566156 -0.595323 0.577328
H3 -1.620993 0.022157 1.979245
C2 -1.273421 1.846089 1.364522
H4 1.973104 -0.166676 -0.339565
H5 -1.670713 -0.605071 -0.562559
N1 -1.283666 0.512053 1.170527
C3 0.363159 -2.160130 -0.917964
H6 -0.561404 -2.714386 -1.087078
H7 1.477940 0.250743 1.259664
O1 -1.075197 2.718606 0.546148
H8 -0.030803 -1.859752 1.161724
C4 0.193784 -1.244149 0.291062
H9 -0.336209 0.518667 -0.721390
H10 0.318062 2.196823 -2.624343
H11 -1.490793 2.085807 2.424576
O2 0.334962 2.171610 -1.665416
C5 -0.832200 -0.158296 -0.028431
H12 0.572517 -1.563978 -1.814327
H13 2.254970 -1.340562 0.978516

Atomic forces in eV per Å
-0.1 -0.5 -0.3
0.4 0.1 -0.3
-0.4 0.1 0.0
0.2 -0.6 -0.1
-0.2 0.2 0.3
0.1 -0.1 -0.1
-0.2 0.0 0.0
0.1 0.9 0.0
-0.8 -0.1 0.3
-0.1 0.0 -0.2
0.0 -0.1 0.3
0.1 0.0 0.1
-0.6 0.1 0.1
1.3 0.3 -0.4
-0.3 0.4 0.3
-0.1 0.4 0.0
-0.1 0.1 -0.1
0.4 0.0 -0.1
0.0 -1.1 0.1
0.2 -0.3 0.1
0.1 0.2 0.0

SMILES	CC(C)CNC=O.O

Results of the Mulliken charge analysis, in e, for atoms 1 through 2: 0.32 0.42



# 4
The following is a quantum chemistry calculation of 3 unconnected molecules or ions with the total composition C5H15NO2, from the OMol25 dataset.

Cartesian coordinates (Å):
H1 -1.686983 -1.696385 0.732694
H2 2.812138 -0.668645 -0.306244
O1 -1.791453 -2.182681 1.551905
C1 0.037638 -1.080205 -1.653024
H3 -1.774175 -0.063930 -1.904730
C2 -0.879066 0.931717 -0.392136
H4 0.757610 2.270172 0.062229
C3 -1.940895 1.624007 0.059004
H5 3.365324 -1.650388 -1.395034
H6 0.005820 1.618684 2.357051
H7 -1.672636 2.325967 0.843475
C4 0.507937 1.202137 0.199593
H8 0.886168 -1.107081 -0.993427
C5 0.549743 0.933564 1.695542
H9 -0.337237 -2.107479 -1.567713
H10 -1.239791 -1.716930 2.181311
H11 0.376386 -0.891093 -2.673052
H12 0.041343 -0.009188 1.917954
O2 3.211982 -0.743692 -1.167076
H13 1.554364 0.996473 2.124199
H14 -2.995989 1.444851 0.006323
N1 -1.022095 -0.162385 -1.245209
H15 1.233871 0.732505 -0.433629

Atomic forces in eV per Å
0.0 0.3 -0.3
0.0 -0.4 0.5
-0.1 -0.3 0.1
-0.8 -0.4 -0.1
-0.1 -0.2 0.1
-0.5 -0.3 0.5
-0.4 -0.3 -0.1
1.2 0.4 1.0
0.0 -0.7 0.2
-0.2 0.4 -0.8
-0.2 0.3 -0.3
-1.0 1.7 -0.3
0.1 0.5 0.2
0.0 -0.4 0.8
-0.1 0.1 -0.4
0.0 0.1 0.2
0.2 -0.1 0.1
0.6 -0.2 0.0
0.3 1.1 -0.6
0.1 -0.5 -0.3
-0.2 -0.4 -0.7
0.5 0.0 0.1
0.6 -0.6 0.2

SMILES	C=C(CC)NC.O.O

Results of the Mulliken charge analysis, in e, for atoms 1 through 2: 0.31 0.37



| no. | E (Ha) | orbital gap (Eh) |
| --- | --- | --- |
| 1 | -269.2802 | 0.38588 |
| 2 | -447.4292 | 0.37256 |
| 3 | -403.5515 | 0.38760 |
| 4 | -404.6856 | 0.31217 |